1.
22
Properties=species:S:1:pos:R:3 method="wB97M-V/def2-TZVPD" lumo_ha="0.1387 / 0.0576" multiplicity=3 total_charge=-1 gap_ev="3.6 / 6.9" s2=2.01
C -2.032 -0.606 0.088
C -0.868 2.175 1.199
C 2.088 -0.148 -0.577
C 0.857 -2.518 -0.344
C -0.733 1.852 -0.253
C -0.708 0.308 -0.463
O -1.528 -1.628 0.651
O -3.174 -0.186 -0.137
O 0.823 -0.616 1.812
F -0.655 0.213 -1.895
P 0.569 -0.887 0.344
H 0.109 2.378 1.625
H -1.470 1.455 1.671
H -1.593 3.083 1.296
H 2.417 0.908 -0.290
H 2.771 -0.985 -0.353
H 1.963 -0.265 -1.604
H 0.767 -3.207 0.638
H 0.195 -3.016 -1.084
H 1.808 -2.667 -0.673
H -1.625 2.020 -0.801
H 0.020 2.335 -0.850



2.
17
Properties=species:S:1:pos:R:3 method="wB97M-V/def2-TZVPD" lumo_ha=0.0370 multiplicity=1 total_charge=0 de_lowest_ev=1.347 gap_ev=10.7
C -1.865 0.297 0.915
C -0.422 -0.114 0.682
O -0.476 -1.169 -0.266
C 0.837 -1.388 -0.753
C 1.593 -0.053 -0.587
C 0.552 0.893 0.049
O -0.077 1.745 -0.887
H -2.405 -0.593 1.248
H -2.342 0.612 -0.020
H -1.987 1.089 1.659
H 0.019 -0.466 1.633
H 0.747 -1.727 -1.789
H 1.318 -2.187 -0.171
H 2.437 -0.177 0.100
H 1.986 0.340 -1.530
H 1.026 1.528 0.808
H -0.941 1.368 -1.092